No. 1
Below is a structure of composition C20H35N6O3SSiV in a non-equilibrium geometry, with properties calculated with wB97M-V/def2-TZVPD.

Values from the calculation:
E_LUMO (alpha / beta)   -0.26175 / -0.25555 Ha
M   518.636 u
Gap between HOMO and LUMO (alpha / beta)   7.826 / 8.429 eV
Charge   +2
Multiplicity   3
E_HOMO (alpha / beta)   -14.949 / -15.383 eV
DFT total energy   -2968.84764 a.u.

CARTESIAN COORDINATES (ANGSTROEM)
V  -1.175  -0.656  0.169
N  -1.882  -2.459  -2.532
C  -2.562  -2.829  -1.450
N  -3.322  -3.903  -1.531
C  -3.979  -4.247  -0.424
N  -4.761  -5.307  -0.459
N  -3.897  -3.591  0.782
C  -3.138  -2.558  0.778
N  -2.444  -2.065  -0.305
C  -2.955  -1.774  2.040
C  -3.655  -2.014  3.191
C  -3.401  -1.209  4.298
C  -2.452  -0.203  4.217
C  -1.783  -0.011  3.026
N  -2.042  -0.775  1.950
H  -1.950  -3.045  -3.349
H  -1.193  -1.724  -2.521
H  -4.857  -5.830  -1.314
H  -5.262  -5.591  0.367
H  -4.375  -2.821  3.213
H  -3.943  -1.373  5.221
H  -2.227  0.428  5.066
H  -1.021  0.750  2.912
C  0.085  3.008  -1.602
C  -0.972  2.092  -1.033
C  -1.543  2.628  0.266
C  -2.052  1.765  -2.039
O  -0.329  0.753  -0.711
Si  1.299  0.325  -0.207
S  0.779  -1.735  0.073
O  2.400  0.691  -1.277
C  2.935  0.136  -2.535
C  1.771  -0.305  -3.406
C  3.838  -1.025  -2.170
C  3.708  1.271  -3.171
O  1.367  1.149  1.174
C  2.522  1.403  2.065
C  3.213  2.650  1.546
C  1.924  1.618  3.438
C  3.439  0.193  2.037
H  -0.379  3.968  -1.830
H  0.511  2.602  -2.521
H  0.893  3.183  -0.887
H  -1.972  3.615  0.093
H  -0.764  2.720  1.022
H  -2.351  1.994  0.647
H  -2.603  2.670  -2.294
H  -2.778  1.050  -1.636
H  -1.624  1.356  -2.955
H  1.198  -1.091  -2.908
H  2.148  -0.713  -4.345
H  1.118  0.540  -3.646
H  3.277  -1.828  -1.686
H  4.633  -0.693  -1.501
H  4.301  -1.430  -3.071
H  3.054  2.120  -3.379
H  4.149  0.938  -4.112
H  4.512  1.602  -2.512
H  2.544  3.512  1.590
H  3.540  2.508  0.513
H  4.093  2.869  2.153
H  1.211  2.446  3.422
H  2.710  1.866  4.152
H  1.428  0.709  3.787
H  3.883  0.055  1.046
H  2.901  -0.715  2.319
H  4.256  0.336  2.745

Calculated atomic charges, method Löwdin, unit e: 0.75, 0.22, -0.40, 0.20, -0.38, 0.23, 0.22, -0.25, 0.02, -0.16, 0.04, 0.02, 0.01, -0.05, -0.02, 0.14, 0.09, 0.14, 0.14, 0.13, 0.14, 0.13, 0.12, 0.00, -0.56, -0.01, 0.00, -0.35, -0.06, 0.53, -0.12, -0.60, -0.02, -0.01, -0.01, -0.16, -0.60, -0.01, -0.02, -0.02, 0.12, 0.09, 0.10, 0.11, 0.09, 0.09, 0.11, 0.09, 0.10, 0.06, 0.11, 0.09, 0.07, 0.10, 0.11, 0.09, 0.11, 0.10, 0.10, 0.09, 0.11, 0.09, 0.10, 0.09, 0.08, 0.09, 0.11



No. 2
Below is a structure of composition C24H43IrN2P3Se in a non-equilibrium geometry, with properties calculated with wB97M-V/def2-TZVPD.

Values from the calculation:
E_LUMO (alpha / beta)   -0.44279 / -0.57344 Ha
M   723.721 u
Gap between HOMO and LUMO (alpha / beta)   5.318 / 3.570 eV
Charge   +4
Multiplicity   6
Relative energy (zero: lowest compared OMol25 entry of this formula, charge and spin)   107.1 kJ/mol
E_HOMO (alpha / beta)   -17.367 / -19.173 eV
DFT total energy   -4577.97566 a.u.

CARTESIAN COORDINATES (ANGSTROEM)
Ir  -0.230  -0.080  -0.259
P  -1.566  -1.850  0.489
P  1.313  -0.200  1.528
P  1.036  -1.138  -1.571
H  -3.287  3.557  -5.956
C  -3.685  2.561  -6.337
C  -3.705  1.504  -5.465
H  -3.732  1.658  -4.346
C  -2.809  -1.468  1.811
C  -0.774  -3.373  1.194
C  -2.464  -2.403  -1.030
C  2.685  1.039  1.453
C  0.513  -0.115  3.181
C  2.363  -1.726  1.589
C  0.493  -0.841  -3.294
C  1.211  -2.952  -1.565
C  2.712  -0.446  -1.684
H  -4.057  2.584  -7.396
H  -3.766  0.430  -5.766
H  -3.771  -1.195  1.357
H  -2.446  -0.615  2.405
H  -3.026  -2.288  2.520
H  -0.293  -3.132  2.152
H  -0.023  -3.781  0.506
H  -1.514  -4.164  1.406
H  -3.103  -1.562  -1.344
H  -3.084  -3.303  -0.906
H  -1.752  -2.609  -1.844
H  3.293  0.989  2.371
H  2.345  2.070  1.315
H  3.337  0.818  0.602
H  1.266  -0.265  3.970
H  -0.252  -0.899  3.274
H  0.029  0.861  3.310
H  2.902  -1.745  2.549
H  3.106  -1.695  0.779
H  1.732  -2.619  1.512
H  1.245  -1.282  -3.966
H  0.413  0.238  -3.460
H  -0.480  -1.302  -3.495
H  1.805  -3.185  -2.456
H  0.265  -3.491  -1.669
H  1.722  -3.342  -0.681
H  3.170  -0.902  -2.570
H  3.341  -0.684  -0.823
H  2.683  0.641  -1.835
C  0.748  3.415  -2.842
C  -0.593  3.146  -3.182
C  -0.881  3.101  -4.544
C  0.132  3.283  -5.504
C  1.471  3.507  -5.153
C  1.772  3.505  -3.800
Se  1.242  3.942  -1.068
H  1.365  2.500  -0.699
H  -1.379  3.030  -2.414
H  -1.921  2.960  -4.825
H  -0.094  3.308  -6.564
H  2.250  3.737  -5.897
H  2.801  3.687  -3.496
N  -3.445  2.329  0.697
C  -2.764  1.337  0.117
N  -1.493  1.383  0.483
C  -1.343  2.434  1.420
C  -0.236  2.937  2.132
C  -0.479  4.050  2.960
C  -1.782  4.600  3.111
C  -2.874  4.075  2.395
C  -2.608  3.007  1.564
H  -4.413  2.579  0.601
H  -3.279  0.594  -0.471
H  0.754  2.455  2.069
H  0.358  4.483  3.534
H  -1.969  5.475  3.753
H  -3.901  4.438  2.394

Calculated atomic charges, method Löwdin, unit e: 0.81, 0.68, 0.68, 0.47, 0.13, 0.22, 0.19, 0.13, -0.22, -0.22, -0.24, -0.23, -0.21, -0.21, -0.25, -0.21, -0.24, 0.16, 0.14, 0.06, 0.04, 0.08, 0.05, 0.02, 0.09, 0.03, 0.08, 0.02, 0.09, 0.00, 0.04, 0.08, 0.04, 0.03, 0.09, 0.04, 0.02, 0.07, 0.02, 0.05, 0.08, 0.05, 0.05, 0.08, 0.03, 0.04, -0.55, -0.11, -0.07, -0.02, -0.01, -0.10, 1.32, -0.12, 0.11, 0.03, 0.12, 0.15, 0.12, 0.17, -0.18, -0.16, -0.23, -0.07, -0.02, 0.00, 0.04, -0.19, 0.18, 0.12, 0.06, 0.14, 0.14, 0.14